(1)
{"formula": "C39H27BrF4N2O6PReSbSe4", "method": "wB97M-V/def2-TZVPD", "total_energy_ev": -416371.348, "lumo_energy_ev": [-10.3592, -10.3623], "total_charge": 3, "gap_ev": [5.377, 5.369], "symbols": ["Re", "F", "C", "C", "F", "C", "F", "C", "P", "C", "C", "C", "C", "C", "C", "C", "C", "C", "C", "C", "C", "C", "Br", "C", "F", "H", "H", "H", "H", "H", "H", "H", "H", "H", "H", "Se", "Sb", "Se", "Se", "Se", "O", "C", "O", "C", "C", "C", "C", "C", "C", "N", "O", "O", "H", "H", "H", "H", "C", "O", "C", "C", "C", "C", "C", "C", "N", "C", "C", "C", "C", "C", "C", "C", "O", "H", "H", "H", "H", "H", "H", "H", "H", "H", "H", "H", "H", "H"], "positions_angstrom": [[0.836, 0.868, -0.870], [6.767, 1.978, 2.924], [5.505, 1.876, 2.587], [4.509, 2.026, 3.544], [4.831, 2.272, 4.794], [3.179, 1.914, 3.169], [2.249, 2.055, 4.105], [2.803, 1.655, 1.854], [1.020, 1.546, 1.459], [0.435, 3.170, 2.010], [1.326, 4.235, 1.802], [0.982, 5.522, 2.186], [-0.242, 5.758, 2.795], [-1.124, 4.708, 3.005], [-0.798, 3.421, 2.608], [0.506, 0.122, 2.466], [1.416, -0.938, 2.567], [1.159, -2.004, 3.416], [0.000, -2.021, 4.182], [-0.917, -0.984, 4.066], [-0.680, 0.073, 3.201], [3.821, 1.504, 0.927], [3.444, 1.143, -0.896], [5.154, 1.611, 1.270], [6.101, 1.462, 0.355], [2.304, 4.066, 1.368], [1.683, 6.331, 2.034], [-0.503, 6.758, 3.116], [-2.076, 4.889, 3.486], [-1.516, 2.634, 2.760], [2.345, -0.926, 2.011], [1.890, -2.798, 3.517], [-0.183, -2.831, 4.876], [-1.822, -0.992, 4.659], [-1.420, 0.851, 3.114], [2.472, 6.210, -4.048], [0.319, 5.626, -3.642], [0.757, 2.059, -3.121], [0.675, 3.283, -1.103], [-1.945, 5.598, -3.487], [-1.826, 1.374, 0.777], [-2.044, 0.882, -0.309], [-1.051, 0.512, -1.137], [-3.390, 0.723, -0.904], [-4.502, 0.931, -0.092], [-5.776, 0.784, -0.614], [-5.900, 0.447, -1.949], [-4.813, 0.249, -2.781], [-3.543, 0.384, -2.247], [-7.264, 0.294, -2.520], [-7.335, -0.019, -3.688], [-8.193, 0.433, -1.760], [-4.363, 1.204, 0.946], [-6.663, 0.928, -0.014], [-4.977, -0.007, -3.817], [-2.672, 0.224, -2.867], [-0.147, -4.686, -3.572], [0.212, -4.124, -2.300], [-0.748, -3.525, -1.577], [-2.037, -3.254, -2.033], [-2.980, -2.703, -1.182], [-2.668, -2.405, 0.141], [-1.393, -2.656, 0.601], [-0.435, -3.187, -0.254], [0.813, -3.567, 0.331], [2.023, -3.532, -0.118], [2.532, -2.933, -1.332], [3.539, -3.653, -1.985], [4.034, -3.244, -3.209], [3.549, -2.075, -3.780], [2.600, -1.310, -3.116], [2.100, -1.723, -1.893], [1.233, -0.906, -1.215], [0.740, -5.200, -3.926], [-0.424, -3.901, -4.276], [-0.964, -5.399, -3.459], [-2.316, -3.510, -3.045], [-3.982, -2.525, -1.550], [-3.423, -2.008, 0.807], [-1.127, -2.468, 1.634], [0.706, -3.997, 1.245], [2.742, -4.066, 0.497], [3.906, -4.568, -1.535], [4.791, -3.828, -3.712], [3.927, -1.741, -4.737], [2.246, -0.380, -3.543]], "forces_ev_per_angstrom": [[-0.28, 0.38, -0.04], [-0.01, 0.00, 0.00], [0.02, 0.01, 0.02], [0.02, 0.00, 0.01], [-0.01, 0.00, -0.01], [-0.02, -0.05, -0.02], [0.00, -0.01, -0.01], [-0.07, -0.04, 0.04], [-0.10, 0.06, 0.01], [0.08, 0.01, 0.00], [-0.02, -0.02, 0.02], [-0.01, -0.01, 0.01], [0.01, 0.02, 0.00], [-0.02, 0.00, 0.00], [-0.05, -0.01, -0.03], [0.04, -0.08, -0.02], [-0.06, 0.02, -0.02], [0.02, 0.04, 0.01], [0.00, 0.01, -0.02], [-0.04, -0.03, -0.03], [0.00, 0.04, -0.03], [0.03, 0.03, 0.11], [0.10, -0.03, -0.14], [-0.02, 0.00, -0.05], [0.00, 0.00, 0.00], [0.01, 0.01, 0.01], [0.00, 0.00, 0.00], [0.00, -0.01, 0.00], [0.01, 0.00, 0.00], [0.00, 0.09, -0.04], [0.08, 0.06, -0.03], [-0.01, 0.01, 0.02], [0.00, 0.01, -0.01], [0.01, 0.00, 0.00], [0.05, -0.10, 0.02], [-0.05, -0.09, 0.04], [-0.07, 0.22, -0.17], [0.07, 0.21, 0.35], [0.03, -0.46, -0.17], [0.08, -0.04, 0.02], [0.05, -0.16, -0.01], [0.02, 0.19, -0.03], [0.12, 0.07, 0.14], [-0.04, -0.07, 0.03], [0.01, -0.01, 0.00], [-0.02, 0.01, -0.01], [0.01, 0.13, -0.02], [-0.01, 0.02, -0.02], [-0.01, 0.00, 0.01], [-0.02, -0.45, 0.10], [0.02, 0.16, -0.01], [0.02, 0.16, -0.04], [0.00, -0.01, 0.00], [0.00, 0.00, 0.00], [0.00, 0.00, 0.00], [-0.02, 0.01, 0.01], [-0.01, -0.01, 0.00], [0.02, -0.02, -0.02], [-0.01, 0.04, -0.02], [-0.03, 0.00, -0.01], [0.02, -0.03, 0.03], [-0.04, 0.01, -0.01], [0.00, 0.02, 0.03], [0.00, 0.00, -0.01], [0.00, 0.03, 0.00], [-0.02, -0.03, -0.05], [-0.07, 0.07, 0.11], [0.02, -0.03, 0.01], [-0.02, 0.04, -0.03], [0.03, -0.06, 0.03], [-0.05, 0.06, 0.03], [0.03, 0.01, -0.12], [0.13, -0.42, 0.01], [0.01, 0.00, 0.00], [0.00, 0.01, 0.00], [0.00, 0.01, 0.00], [0.01, 0.00, 0.02], [0.02, -0.01, 0.00], [0.03, 0.00, -0.01], [0.00, 0.05, 0.06], [0.00, -0.01, -0.01], [0.01, 0.00, 0.00], [0.00, 0.00, 0.00], [0.00, 0.00, 0.00], [0.00, 0.00, 0.00], [0.00, 0.00, -0.01]], "lowdin_charge": [0.8226, 0.1988, -0.1112, -0.1113, 0.1913, -0.2011, 0.1468, -0.3249, 0.9681, -0.3959, -0.1700, -0.0473, -0.0310, -0.0270, -0.0618, -0.3179, -0.1030, -0.0775, -0.0420, -0.0348, -0.0576, -0.5017, 0.9968, -0.2413, 0.1211, 0.0982, 0.1214, 0.1247, 0.1249, 0.0815, 0.1069, 0.1175, 0.1263, 0.1272, 0.0855, 0.2902, 0.3539, 0.1806, 0.2126, 0.2827, 0.0413, -0.5064, -0.3023, -0.1463, 0.0173, 0.0374, -0.1110, 0.0227, -0.0074, -0.3444, 0.1064, 0.1162, 0.1284, 0.1327, 0.1293, 0.1195, -0.0112, -0.0755, -0.2168, 0.0260, -0.0352, -0.0535, 0.0017, -0.1446, 0.1812, 0.0574, -0.1343, 0.0158, -0.0180, -0.0077, -0.0300, -0.3051, -0.3048, 0.1028, 0.1027, 0.1109, 0.1217, 0.1235, 0.1231, 0.1046, 0.1775, 0.1655, 0.1378, 0.1296, 0.1308, 0.0685]}

=====

(2)
{"formula": "C39H27Cl5NO2Rh", "method": "wB97M-V/def2-TZVPD", "multiplicity": 5, "total_energy_ev": -112084.454, "lumo_energy_ev": [0.2753, -1.8838], "total_charge": 0, "gap_ev": [8.498, 7.073], "s2": 6.0151, "symbols": ["Rh", "O", "C", "C", "C", "C", "C", "C", "C", "C", "C", "O", "C", "C", "C", "C", "C", "C", "C", "C", "C", "C", "C", "C", "N", "C", "C", "C", "C", "C", "C", "C", "C", "C", "C", "C", "C", "H", "H", "H", "H", "H", "H", "H", "H", "H", "H", "H", "H", "H", "H", "H", "H", "H", "H", "H", "H", "H", "H", "H", "H", "H", "H", "H", "Cl", "C", "C", "C", "Cl", "C", "Cl", "C", "Cl", "C", "Cl"], "positions_angstrom": [[-0.715, -0.289, 0.898], [-2.020, -0.018, -0.540], [-2.127, 0.812, -1.606], [-1.241, 2.093, -1.315], [0.215, 1.784, -1.213], [1.069, 2.150, -2.246], [2.430, 1.921, -2.124], [2.897, 1.337, -0.956], [2.004, 0.996, 0.050], [2.497, 0.438, 1.348], [2.181, -1.104, 1.471], [0.841, -1.245, 1.646], [2.697, -1.790, 0.210], [4.027, -1.663, -0.174], [4.483, -2.268, -1.331], [3.616, -3.005, -2.119], [2.295, -3.150, -1.736], [1.837, -2.543, -0.577], [2.804, -1.679, 2.748], [3.677, -2.758, 2.754], [4.073, -3.326, 3.954], [3.589, -2.839, 5.154], [2.710, -1.768, 5.154], [2.319, -1.197, 3.960], [0.679, 1.189, -0.098], [-1.609, 0.173, -2.897], [-0.468, -0.618, -2.843], [0.076, -1.152, -3.994], [-0.528, -0.920, -5.218], [-1.682, -0.159, -5.278], [-2.222, 0.385, -4.125], [-3.591, 1.245, -1.732], [-3.992, 2.416, -2.363], [-5.330, 2.763, -2.414], [-6.290, 1.949, -1.838], [-5.900, 0.771, -1.224], [-4.563, 0.422, -1.177], [-1.393, 2.823, -2.109], [-1.611, 2.492, -0.368], [0.669, 2.633, -3.123], [3.114, 2.206, -2.909], [3.952, 1.168, -0.807], [3.571, 0.594, 1.445], [1.977, 0.925, 2.175], [4.719, -1.107, 0.442], [5.523, -2.175, -1.610], [3.978, -3.483, -3.018], [1.620, -3.752, -2.327], [0.806, -2.668, -0.265], [4.035, -3.180, 1.826], [4.747, -4.171, 3.947], [3.878, -3.305, 6.085], [2.314, -1.394, 6.086], [1.596, -0.396, 3.962], [-0.011, -0.827, -1.881], [0.980, -1.742, -3.935], [-0.113, -1.349, -6.119], [-2.164, 0.018, -6.229], [-3.130, 0.967, -4.186], [-3.271, 3.074, -2.823], [-5.617, 3.682, -2.903], [-7.330, 2.237, -1.865], [-6.643, 0.125, -0.779], [-4.261, -0.494, -0.693], [-0.271, 3.511, 2.040], [-1.190, 2.392, 2.981], [-1.326, 1.080, 2.549], [-2.088, 0.227, 3.340], [-2.238, -1.388, 2.741], [-2.700, 0.628, 4.519], [-3.633, -0.463, 5.459], [-2.543, 1.954, 4.927], [-3.287, 2.498, 6.374], [-1.789, 2.839, 4.161], [-1.610, 4.467, 4.681]], "forces_ev_per_angstrom": [[0.16, 0.57, -0.01], [0.68, -0.99, 1.28], [0.12, 1.46, -1.00], [-0.57, -0.58, -0.03], [0.28, 0.18, 0.04], [0.30, 0.11, 0.18], [-0.25, -0.19, 0.31], [-0.10, 0.26, -0.13], [-0.08, 0.24, -0.08], [-0.16, -0.68, 0.08], [1.33, 0.55, 0.00], [-1.77, 0.13, -0.42], [-0.23, -0.07, 0.14], [-0.03, -0.07, -0.10], [0.11, 0.08, 0.07], [0.02, -0.14, -0.15], [-0.01, -0.07, -0.06], [-0.10, 0.05, 0.15], [-0.03, -0.12, -0.13], [-0.01, 0.13, -0.04], [0.06, -0.09, 0.14], [0.09, -0.12, 0.01], [-0.02, 0.06, 0.05], [0.09, 0.02, -0.04], [0.46, 0.00, -0.66], [-0.25, -0.17, 0.15], [-0.03, -0.05, 0.19], [0.12, -0.09, -0.01], [-0.03, -0.04, -0.13], [0.06, 0.00, -0.15], [0.04, 0.07, 0.02], [0.07, -0.12, 0.15], [0.05, -0.04, 0.08], [-0.08, 0.12, -0.06], [-0.05, 0.08, -0.03], [-0.12, -0.01, -0.02], [0.04, -0.05, 0.03], [0.06, 0.01, 0.09], [0.05, 0.10, -0.02], [-0.10, 0.01, -0.08], [0.03, -0.01, -0.08], [0.08, -0.02, 0.03], [-0.04, 0.11, 0.00], [0.11, 0.05, 0.01], [0.07, 0.08, 0.09], [0.06, 0.03, -0.04], [0.01, -0.03, -0.06], [-0.05, -0.01, -0.06], [0.08, 0.00, -0.02], [0.01, -0.01, -0.02], [0.05, -0.07, 0.00], [0.06, -0.02, 0.08], [-0.04, 0.05, 0.10], [-0.10, 0.11, 0.01], [0.05, 0.00, -0.11], [0.05, -0.08, 0.02], [0.05, 0.00, -0.07], [-0.05, -0.02, -0.06], [-0.01, 0.00, -0.02], [0.09, 0.07, -0.04], [-0.06, 0.07, -0.03], [-0.09, -0.01, -0.01], [-0.03, -0.06, 0.04], [0.03, -0.03, 0.05], [0.19, 0.14, -0.16], [-0.12, -0.45, -0.05], [-0.26, -0.40, 0.19], [0.22, 1.08, 0.14], [-0.51, -0.88, 0.33], [0.02, 0.00, -0.02], [-0.05, -0.15, 0.01], [-0.01, -0.09, -0.04], [-0.05, -0.02, 0.09], [0.04, -0.06, -0.07], [0.03, 0.08, -0.02]], "mulliken_spin": [2.8181, 0.3035, 0.0552, 0.0005, -0.0169, 0.0135, 0.0020, 0.0074, -0.0157, 0.0074, 0.0152, 0.3040, 0.0211, 0.0075, 0.0008, -0.0008, 0.0000, 0.0071, 0.0337, 0.0016, -0.0007, 0.0025, -0.0052, 0.0023, 0.0592, 0.0423, -0.0333, 0.0041, -0.0002, 0.0000, 0.0010, 0.0217, 0.0017, 0.0006, -0.0005, -0.0042, 0.0065, -0.0015, 0.0003, -0.0003, 0.0001, 0.0001, 0.0017, -0.0164, 0.0001, 0.0001, -0.0001, -0.0002, -0.0241, 0.0000, 0.0000, 0.0002, -0.0001, 0.0064, -0.0001, 0.0002, 0.0000, 0.0003, 0.0003, 0.0000, 0.0003, 0.0000, 0.0000, -0.0142, 0.0079, 0.0039, 0.3368, -0.0387, 0.0721, -0.0089, 0.0049, 0.0022, 0.0003, -0.0022, 0.0053]}